Here is CH5OPS as an isolated structure at a distorted geometry from the Open Molecules 2025 dataset. Energies are from ωB97M-V with the def2-TZVPD basis set.

As for the multiplicity: 3. As for the expectation value of S²: 2.010. The total energy is -855.7322 a.u. The charge is 0.

Geometry as XYZ:
```
9
CH5OPS | the Open Molecules 2025 dataset | ωB97M-V with the def2-TZVPD basis set
C 0.44207 -0.65931 -0.67011
O -3.58264 -0.58465 -0.43250
P -2.71178 0.55692 -0.09045
S -0.68365 -0.95334 0.70800
H 1.27994 -1.40041 -0.64162
H 0.83897 0.36033 -0.48061
H -0.12615 -0.75659 -1.76525
H -3.11737 0.92709 1.28695
H -1.62569 -1.75098 0.02882
```